No. 1
Density functional theory data (ωB97M-V/def2-TZVPD) for one molecule with the formula C5H4.

## Properties
HOMO-LUMO gap	0.342	Ha
energy	-192.770888	hartree
energy relative to the best compared isomer or geometry (same formula, charge and spin)	0.633	eV
structure (SMILES)	C=C=C=C=C
E_LUMO	0.4	eV

Element x y z (Å)
C: 2.25968 0.94354 0.15199
C: 1.02310 0.77771 -0.24279
C: -0.22410 0.51989 -0.42655
C: -1.29374 -0.18257 -0.31505
C: -2.21092 -1.07784 -0.05071
H: 2.51637 1.72805 0.86093
H: 3.04808 0.26228 -0.16729
H: -2.05474 -1.64793 0.86508
H: -3.06374 -1.32313 -0.67562

Here are the Löwdin charges for atoms 1 to 4, given in e: number 1, C, carries 0.00; number 2, C, carries -0.10; number 3, C, carries -0.05; number 4, C, carries -0.10

---

No. 2
Density functional theory data (ωB97M-V/def2-TZVPD) for C5H4 as an isolated structure.

## Properties
HOMO-LUMO gap (alpha / beta)	0.275 / 0.275	Ha
energy	-192.605367	hartree
energy relative to the best compared isomer or geometry (same formula, charge and spin)	5.137	eV
E_LUMO (alpha / beta)	-0.7 / -0.7	eV

Element x y z (Å)
C: 2.04369 -0.32831 0.69317
C: 1.66002 0.17758 -0.58045
C: -0.42329 0.04261 -0.01150
C: 0.60224 1.04478 -0.32785
C: 0.80133 -0.93664 -0.00715
H: -1.13860 0.21950 0.90994
H: -1.13794 -0.47790 -0.81702
H: 0.57621 2.19800 -0.23700
H: 0.70310 -1.97080 -0.32567

Here are the Löwdin charges for atoms 1 to 4, given in e: number 1, C, carries 0.16; number 2, C, carries -0.19; number 3, C, carries -0.16; number 4, C, carries -0.05